A cluster of 2 separate species, C5H6O2 in total in a non-equilibrium geometry. Source: OMol25; level of theory: ωB97M-V with the def2-TZVPD basis set.

Positions of all 13 atoms, in Å:
O: 1.120 1.154 0.441
C: 2.353 1.267 0.939
H: 0.263 1.543 1.403
H: 2.415 1.295 2.034
H: 2.951 1.976 0.360
C: 3.244 -0.270 0.564
O: 4.526 -0.007 0.648
H: 2.906 -0.417 -0.467
H: 2.825 -0.918 1.346
C: -2.502 -0.113 -0.407
C: -1.395 0.044 0.208
C: -0.321 0.303 0.938
H: 4.873 -0.074 1.566

Properties
**Frontier orbital gap (spin up / spin down)**: 7.840 / 5.312 eV
**Net charge**: +1
**<S²>**: 0.834
**E**: -343.85018 Eh
**Multiplicity**: 2
**Maximum force**: 0.094 Eh/bohr
**E_HOMO (spin up / spin down)**: -14.91 / -14.08 eV